No. 1
{"formula": "C32H43Co2O6Sn", "method": "ωB97M-V/def2-TZVPD", "e_lumo_ev": 2.22, "homo_energy_ev": -3.61, "charge": -1, "gap_ev": 5.83, "spin_multiplicity": 1, "total_energy_ha": -4676.32405, "species": ["C", "C", "C", "C", "Sn", "C", "C", "C", "C", "C", "C", "C", "C", "C", "C", "C", "C", "C", "H", "H", "H", "H", "H", "H", "H", "H", "H", "H", "H", "H", "H", "H", "H", "H", "H", "H", "H", "H", "H", "H", "H", "H", "H", "H", "H", "H", "H", "H", "H", "H", "H", "H", "H", "H", "O", "C", "Co", "C", "O", "C", "O", "C", "C", "C", "C", "C", "C", "C", "C", "C", "Co", "C", "O", "C", "O", "C", "O", "H", "H", "H", "H", "H", "H", "H"], "positions_angstrom": [[-0.96, -2.44, -7.51], [-1.38, -2.02, -6.10], [-0.63, -0.79, -5.58], [-1.09, -0.31, -4.19], [0.22, -0.77, -2.50], [0.50, -2.94, -2.60], [-0.79, -3.75, -2.50], [-0.55, -5.27, -2.49], [-1.83, -6.08, -2.31], [2.12, 0.22, -2.89], [2.01, 1.71, -3.27], [2.13, 1.98, -4.78], [2.13, 3.47, -5.12], [-0.58, -0.23, -0.47], [-0.90, 1.17, -0.17], [-0.04, 2.12, 0.27], [-0.49, 3.54, 0.39], [1.41, 1.79, 0.42], [-1.64, -3.21, -7.88], [-1.00, -1.60, -8.21], [0.05, -2.85, -7.52], [-2.45, -1.79, -6.09], [-1.24, -2.86, -5.40], [0.46, -1.00, -5.59], [-0.77, 0.04, -6.29], [-1.18, 0.79, -4.14], [-2.06, -0.75, -3.89], [1.03, -3.12, -3.54], [1.18, -3.15, -1.76], [-1.35, -3.48, -1.59], [-1.47, -3.51, -3.34], [-0.05, -5.56, -3.42], [0.15, -5.50, -1.68], [-1.59, -7.15, -2.31], [-2.33, -5.84, -1.37], [-2.53, -5.90, -3.13], [2.69, 0.08, -1.97], [2.57, -0.37, -3.69], [1.05, 2.14, -2.91], [2.80, 2.28, -2.74], [3.07, 1.53, -5.13], [1.32, 1.47, -5.31], [2.41, 3.61, -6.16], [1.13, 3.91, -4.98], [2.84, 4.02, -4.50], [-1.48, -0.86, -0.49], [0.18, -0.69, 0.19], [-1.95, 1.46, -0.33], [0.37, 4.19, 0.59], [-0.97, 3.89, -0.53], [-1.21, 3.67, 1.21], [1.93, 2.60, 0.94], [1.55, 0.86, 0.99], [1.90, 1.64, -0.56], [3.32, 1.43, 4.86], [2.23, 1.50, 4.46], [0.64, 1.59, 3.87], [0.96, 3.26, 3.34], [1.29, 4.35, 3.18], [0.65, -0.01, 3.16], [0.84, -1.10, 2.81], [-0.44, 1.21, 5.41], [-0.06, 0.15, 6.34], [-0.22, -1.22, 6.01], [0.32, -2.21, 6.83], [0.96, -1.86, 8.03], [1.06, -0.51, 8.40], [0.50, 0.48, 7.59], [-0.80, 2.58, 5.58], [-0.42, 3.74, 6.16], [-1.75, 1.81, 4.35], [-2.02, 0.66, 3.05], [-2.38, 0.05, 2.12], [-1.93, 3.42, 3.70], [-1.99, 4.54, 3.41], [-3.32, 1.70, 5.12], [-4.35, 1.73, 5.64], [-0.82, -1.49, 5.13], [0.24, -3.25, 6.53], [1.37, -2.63, 8.68], [1.57, -0.22, 9.32], [0.50, 1.52, 7.91], [-1.04, 4.64, 6.03], [0.40, 3.74, 6.89]]}


No. 2
{"formula": "C6H9N", "method": "ωB97M-V/def2-TZVPD", "e_lumo_ev": 1.06, "homo_energy_ev": -9.68, "gap_ev": 10.74, "spin_multiplicity": 1, "total_energy_ha": -288.68315, "species": ["C", "C", "C", "C", "C", "C", "N", "H", "H", "H", "H", "H", "H", "H", "H", "H"], "positions_angstrom": [[-1.56, 0.78, -0.32], [-0.75, -0.26, -1.06], [0.69, -0.04, -1.39], [1.06, 0.27, 1.93], [0.32, -1.09, -0.36], [0.68, -0.78, 1.01], [1.04, -1.24, 2.12], [-0.95, 1.35, 0.38], [-2.00, 1.48, -1.03], [-2.38, 0.31, 0.25], [-1.31, -0.83, -1.79], [1.09, -0.39, -2.33], [2.04, 0.74, 1.83], [1.15, 0.86, -1.00], [0.30, 0.85, 2.45], [0.40, -2.14, -0.64]]}


No. 3
{"formula": "C14H37AgN3O6Tl", "method": "ωB97M-V/def2-TZVPD", "e_lumo_ev": [-13.85, -13.91], "homo_energy_ev": [-16.93, -16.87], "charge": 3, "gap_ev": [3.08, 2.97], "spin_multiplicity": 2, "total_energy_ha": -1489.52856, "species": ["Ag", "Tl", "C", "C", "O", "O", "H", "H", "H", "O", "H", "C", "C", "C", "O", "C", "N", "H", "H", "H", "H", "H", "H", "H", "H", "H", "H", "H", "C", "C", "C", "O", "C", "N", "H", "H", "H", "H", "H", "H", "H", "H", "H", "H", "H", "C", "C", "C", "O", "C", "N", "H", "H", "H", "H", "H", "H", "H", "H", "H", "H", "H"], "positions_angstrom": [[1.83, 0.69, 0.07], [-2.78, 1.46, -1.31], [-2.58, 2.45, 3.45], [-2.99, 2.15, 2.06], [-3.27, 1.02, 1.61], [-3.06, 3.00, 1.13], [-2.35, 1.51, 3.96], [-3.40, 2.95, 3.98], [-1.71, 3.11, 3.44], [-0.30, 0.72, -0.13], [-0.64, 0.09, 0.52], [0.50, -0.09, 3.39], [0.99, 1.30, 3.09], [1.39, 2.06, 4.34], [2.00, 3.29, 4.06], [1.21, 4.23, 3.37], [2.17, 1.23, 2.20], [-0.10, -0.52, 2.57], [-0.18, -0.04, 4.25], [1.32, -0.76, 3.64], [0.21, 1.84, 2.56], [2.14, 1.51, 4.91], [0.52, 2.20, 5.01], [0.92, 3.88, 2.37], [1.78, 5.15, 3.24], [0.31, 4.50, 3.93], [2.86, 0.60, 2.60], [2.63, 2.13, 2.07], [-1.47, -3.15, 0.11], [-2.76, -2.96, -0.62], [-3.84, -4.17, -0.41], [-3.33, -5.31, -0.86], [-3.32, -5.55, -2.27], [-3.36, -1.71, -0.29], [-1.59, -2.89, 1.16], [-0.68, -2.54, -0.34], [-1.14, -4.19, 0.09], [-2.59, -2.89, -1.71], [-4.77, -3.88, -0.89], [-4.04, -4.26, 0.66], [-4.33, -5.42, -2.68], [-3.01, -6.59, -2.41], [-2.61, -4.85, -2.73], [-3.42, -1.55, 0.72], [-4.28, -1.60, -0.70], [2.80, -1.54, -3.50], [3.15, -0.17, -2.99], [3.41, 0.82, -4.12], [3.25, 2.10, -3.63], [3.47, 3.11, -4.63], [2.04, 0.35, -2.13], [3.62, -2.01, -4.02], [1.90, -1.50, -4.12], [2.49, -2.13, -2.63], [4.06, -0.25, -2.39], [2.72, 0.65, -4.97], [4.39, 0.65, -4.59], [3.46, 4.07, -4.12], [2.65, 3.11, -5.35], [4.40, 2.95, -5.16], [2.16, 1.38, -2.23], [1.15, 0.27, -2.63]]}


No. 4
{"formula": "C25H59F4InN2O24P3S4", "method": "ωB97M-V/def2-TZVPD", "e_lumo_ev": -10.26, "homo_energy_ev": -11.91, "charge": 1, "gap_ev": 1.64, "spin_multiplicity": 1, "total_energy_ha": -6109.13069, "species": ["In", "N", "S", "O", "O", "F", "S", "O", "O", "F", "N", "S", "O", "O", "F", "S", "O", "O", "F", "C", "O", "P", "O", "O", "C", "O", "C", "H", "H", "H", "H", "H", "H", "H", "H", "H", "C", "O", "P", "O", "O", "C", "O", "C", "H", "H", "H", "H", "H", "H", "H", "H", "H", "C", "O", "P", "O", "O", "C", "O", "C", "H", "H", "H", "H", "H", "H", "H", "H", "H", "C", "C", "C", "O", "C", "H", "H", "H", "H", "H", "H", "H", "H", "C", "C", "C", "O", "C", "H", "H", "H", "H", "H", "H", "H", "H", "C", "C", "C", "O", "C", "H", "H", "H", "H", "H", "H", "H", "H", "C", "C", "C", "O", "C", "H", "H", "H", "H", "H", "H", "H", "H"], "positions_angstrom": [[-3.05, -0.03, -3.03], [-1.10, -0.22, -0.84], [-0.70, -0.90, 0.45], [-1.10, -0.34, 1.73], [0.47, -1.79, 0.41], [-1.85, -2.03, 0.26], [0.24, 0.85, -0.65], [1.54, 0.38, -1.16], [0.30, 1.75, 0.48], [-0.14, 1.84, -1.88], [-1.20, 0.86, -4.99], [0.26, 0.57, -5.32], [1.16, 1.72, -5.39], [0.53, -0.60, -6.15], [0.60, -0.06, -3.83], [-1.42, 1.48, -6.60], [-1.47, 0.45, -7.65], [-0.98, 2.82, -6.91], [-2.98, 1.75, -6.42], [-2.49, 3.77, 0.22], [-3.15, 4.52, -0.86], [-2.74, 4.29, -2.37], [-3.04, 2.89, -2.81], [-3.62, 5.48, -3.10], [-3.26, 6.81, -3.03], [-1.17, 4.71, -2.52], [-0.53, 4.47, -3.77], [-1.41, 3.83, 0.15], [-2.73, 2.70, 0.20], [-2.83, 4.03, 1.22], [-2.19, 7.00, -2.95], [-3.84, 7.26, -2.23], [-3.60, 7.38, -3.89], [0.02, 3.53, -3.77], [0.24, 5.23, -3.92], [-1.22, 4.47, -4.61], [1.78, -2.94, -2.52], [1.16, -3.65, -3.58], [-0.45, -3.69, -3.75], [-1.24, -2.39, -3.55], [-0.59, -4.37, -5.20], [0.35, -4.20, -6.25], [-0.85, -4.90, -2.75], [-0.70, -4.77, -1.35], [1.17, -2.12, -2.13], [2.69, -2.53, -2.96], [2.06, -3.64, -1.74], [1.20, -3.57, -6.01], [-0.19, -3.81, -7.10], [0.67, -5.19, -6.57], [0.02, -5.51, -1.02], [-1.69, -5.02, -0.95], [-0.49, -3.74, -1.08], [-2.97, -4.51, 2.24], [-3.73, -3.76, 3.16], [-4.97, -4.49, 3.97], [-5.79, -3.52, 4.76], [-5.77, -5.30, 2.71], [-6.87, -4.56, 2.10], [-4.25, -5.68, 4.78], [-3.69, -5.39, 6.01], [-3.03, -3.89, 1.34], [-3.37, -5.51, 2.06], [-1.93, -4.48, 2.58], [-7.75, -5.16, 1.90], [-6.51, -4.18, 1.14], [-7.24, -3.70, 2.66], [-2.67, -5.77, 6.11], [-4.34, -5.67, 6.83], [-3.48, -4.33, 6.12], [3.57, 4.77, -0.53], [2.37, 4.60, -1.39], [2.96, 3.68, -2.45], [4.34, 4.09, -2.59], [4.81, 4.42, -1.31], [3.51, 4.01, 0.25], [3.78, 5.75, -0.10], [2.06, 5.52, -1.89], [1.53, 4.14, -0.87], [2.46, 3.82, -3.41], [2.93, 2.62, -2.20], [5.57, 5.21, -1.35], [5.28, 3.55, -0.86], [-1.56, 2.28, 5.78], [-1.45, 1.48, 4.51], [-1.68, 2.63, 3.51], [-2.73, 3.46, 4.10], [-2.76, 3.20, 5.53], [-0.69, 2.93, 5.81], [-1.64, 1.67, 6.68], [-2.28, 0.79, 4.50], [-0.53, 0.94, 4.31], [-1.97, 2.18, 2.56], [-0.80, 3.26, 3.45], [-3.65, 2.58, 5.63], [-2.92, 4.03, 6.22], [3.20, 2.27, 2.49], [2.39, 1.13, 3.09], [3.08, -0.13, 2.69], [3.86, 0.18, 1.57], [3.75, 1.55, 1.22], [4.09, 2.55, 3.06], [2.60, 3.14, 2.23], [1.38, 1.00, 2.71], [2.36, 1.29, 4.17], [2.40, -0.92, 2.38], [3.86, -0.49, 3.37], [3.10, 1.66, 0.35], [4.67, 2.05, 0.93], [4.51, -3.48, 0.51], [5.69, -3.82, 1.40], [5.13, -3.40, 2.76], [3.71, -3.63, 2.65], [3.34, -3.99, 1.31], [4.53, -3.98, -0.47], [4.48, -2.41, 0.32], [6.60, -3.27, 1.16], [5.97, -4.87, 1.29], [5.44, -2.36, 2.84], [5.66, -4.01, 3.50], [2.43, -3.50, 0.96], [3.16, -5.06, 1.19]]}


No. 5
{"formula": "C20H54N2O8", "method": "ωB97M-V/def2-TZVPD", "e_lumo_ev": 0.45, "homo_energy_ev": -8.71, "gap_ev": 9.16, "spin_multiplicity": 1, "total_energy_ha": -1505.61238, "species": ["C", "O", "C", "C", "N", "C", "C", "O", "C", "H", "H", "H", "H", "H", "H", "H", "H", "H", "H", "H", "H", "H", "H", "H", "C", "O", "C", "C", "N", "C", "C", "O", "C", "H", "H", "H", "H", "H", "H", "H", "H", "H", "H", "H", "H", "H", "H", "H", "C", "C", "O", "H", "H", "H", "H", "H", "H", "C", "C", "O", "H", "H", "H", "H", "H", "H", "C", "C", "O", "H", "H", "H", "H", "H", "H", "C", "C", "O", "H", "H", "H", "H", "H", "H"], "positions_angstrom": [[4.52, 7.31, -23.89], [3.28, 6.71, -24.43], [2.06, 7.51, -24.32], [0.97, 6.97, -25.21], [0.25, 5.78, -24.68], [1.17, 4.69, -24.58], [0.45, 3.41, -24.93], [0.69, 3.14, -26.37], [0.52, 1.76, -26.67], [4.51, 7.37, -22.80], [4.72, 8.29, -24.32], [5.42, 6.76, -24.17], [2.29, 8.53, -24.64], [1.79, 7.71, -23.28], [1.41, 6.77, -26.19], [0.28, 7.79, -25.37], [-0.51, 5.48, -25.27], [1.62, 4.57, -23.60], [2.04, 4.77, -25.24], [-0.63, 3.46, -24.81], [0.92, 2.66, -24.30], [-0.50, 1.44, -26.47], [1.34, 1.25, -26.17], [0.64, 1.77, -27.75], [-5.23, 6.58, -26.61], [-4.94, 7.63, -25.69], [-6.11, 8.39, -25.40], [-5.66, 9.58, -24.50], [-5.15, 9.17, -23.21], [-4.77, 10.31, -22.41], [-4.24, 9.96, -20.99], [-3.61, 11.09, -20.34], [-4.46, 12.06, -19.78], [-5.75, 5.79, -26.06], [-4.32, 6.03, -26.87], [-5.66, 6.84, -27.58], [-6.92, 7.75, -25.03], [-6.43, 8.74, -26.38], [-6.52, 10.23, -24.32], [-4.87, 10.13, -25.01], [-4.33, 8.60, -23.31], [-5.59, 11.01, -22.32], [-3.91, 10.79, -22.88], [-3.55, 9.12, -21.08], [-5.08, 9.58, -20.40], [-5.15, 12.50, -20.50], [-3.85, 12.93, -19.52], [-4.94, 11.75, -18.86], [2.49, 21.04, -22.13], [1.12, 20.87, -21.43], [0.38, 22.07, -21.56], [3.04, 21.91, -21.76], [2.28, 21.24, -23.18], [3.16, 20.18, -22.08], [1.13, 20.49, -20.41], [0.56, 20.07, -21.92], [-0.56, 21.93, -21.47], [3.16, 5.65, -17.22], [2.16, 5.84, -16.10], [2.09, 4.74, -15.24], [4.16, 5.92, -16.87], [2.80, 6.30, -18.02], [3.21, 4.63, -17.62], [1.14, 5.95, -16.48], [2.40, 6.79, -15.62], [1.85, 3.95, -15.74], [3.34, 12.96, -18.48], [2.73, 14.30, -19.00], [1.74, 14.11, -19.93], [4.01, 13.07, -17.63], [3.92, 12.48, -19.27], [2.65, 12.21, -18.08], [3.53, 14.89, -19.47], [2.45, 14.94, -18.16], [1.06, 13.63, -19.44], [4.84, 17.68, -12.98], [5.21, 18.73, -13.94], [6.61, 18.57, -14.12], [5.00, 16.70, -13.43], [3.78, 17.83, -12.77], [5.36, 17.77, -12.03], [5.04, 19.69, -13.45], [4.62, 18.71, -14.86], [6.92, 19.09, -14.87]]}


No. 6
{"formula": "C19H20ClFN2O2S", "method": "ωB97M-V/def2-TZVPD", "e_lumo_ev": 0.13, "homo_energy_ev": -8.80, "gap_ev": 8.93, "spin_multiplicity": 1, "total_energy_ha": -1953.67453, "species": ["O", "C", "N", "H", "C", "C", "C", "C", "C", "S", "Cl", "H", "H", "H", "H", "C", "C", "C", "C", "O", "N", "C", "H", "H", "C", "H", "H", "C", "C", "C", "C", "C", "C", "C", "H", "F", "H", "H", "H", "H", "H", "H", "H", "H", "H", "H"], "positions_angstrom": [[-2.25, 0.26, 2.09], [-1.60, 0.74, 1.12], [-0.66, 1.80, 1.25], [-0.05, 2.05, 0.67], [-0.58, 2.48, 2.79], [0.74, 1.62, 3.48], [0.75, 0.32, 4.19], [2.10, 0.17, 4.39], [3.08, 1.06, 4.07], [2.32, 2.32, 3.22], [4.93, 0.84, 4.31], [2.42, -0.74, 4.95], [-0.28, -0.02, 4.23], [-1.22, 2.10, 3.30], [-0.26, 3.54, 2.67], [-1.44, 0.10, -0.07], [-0.40, -0.81, -0.21], [-0.72, -2.27, -0.07], [-1.59, -2.48, -1.46], [-1.40, -3.56, -2.03], [-2.60, -1.49, -1.43], [-2.61, -0.67, -0.37], [-3.42, 0.09, -0.85], [-3.02, -1.14, 0.55], [-3.38, -1.43, -2.72], [-4.56, -1.71, -2.32], [-3.44, -2.61, -2.99], [-3.19, -0.47, -3.67], [-1.84, -0.27, -3.68], [-1.40, 1.00, -3.52], [0.07, 1.41, -3.79], [0.83, 0.52, -4.15], [0.36, -0.90, -4.47], [-1.10, -1.15, -4.18], [-1.38, -2.17, -4.41], [1.34, -1.87, -5.01], [1.88, 0.74, -4.37], [0.42, 2.10, -3.45], [-1.97, 1.85, -3.19], [-3.62, -0.82, -4.44], [-3.89, 0.22, -3.16], [-1.07, -2.55, 0.94], [0.16, -2.89, -0.07], [0.38, -0.53, 0.63], [0.33, -0.52, -1.19], [-1.46, 0.99, -0.99]]}


No. 7
{"formula": "C5H8N2", "method": "ωB97M-V/def2-TZVPD", "e_lumo_ev": 0.97, "homo_energy_ev": -9.77, "gap_ev": 10.74, "spin_multiplicity": 1, "total_energy_ha": -304.77789, "species": ["C", "C", "C", "N", "C", "C", "N", "H", "H", "H", "H", "H", "H", "H", "H"], "positions_angstrom": [[1.47, -0.48, -0.65], [0.58, 0.23, 0.37], [-0.35, 1.26, -0.27], [-1.40, 0.93, 0.70], [-0.76, -0.36, 1.00], [-1.07, -1.53, 0.17], [-1.03, -2.42, -0.57], [0.93, -0.82, -1.54], [2.16, 0.30, -0.96], [2.06, -1.32, -0.27], [1.22, 0.63, 1.16], [-0.59, 0.95, -1.30], [-0.03, 2.31, -0.29], [-2.36, 0.93, 0.37], [-0.84, -0.60, 2.07]]}


No. 8
{"formula": "C5H14NO", "method": "ωB97M-V/def2-TZVPD", "e_lumo_ev": -5.10, "homo_energy_ev": -15.01, "charge": 1, "gap_ev": 9.91, "spin_multiplicity": 1, "total_energy_ha": -328.62693, "species": ["C", "C", "C", "C", "C", "N", "H", "H", "H", "H", "H", "H", "H", "H", "H", "H", "H", "H", "H", "H", "O"], "positions_angstrom": [[0.79, 1.33, 1.20], [-0.15, 1.58, -0.03], [-1.01, 0.35, -0.27], [-0.27, -0.97, -0.56], [0.89, -0.65, -2.67], [0.92, -0.76, -1.40], [1.51, 2.10, 1.43], [0.14, 1.24, 2.07], [1.32, 0.38, 1.07], [-0.75, 2.45, 0.21], [0.44, 1.87, -0.90], [-1.57, 0.18, 0.64], [-1.73, 0.55, -1.07], [0.01, -1.43, 0.38], [-0.92, -1.64, -1.13], [1.68, -0.17, -3.22], [0.05, -1.11, -3.19], [1.67, -0.23, -0.96], [-1.18, -2.42, 2.67], [-1.14, -1.03, 3.18], [-0.68, -1.61, 2.55]]}


No. 9
{"formula": "C10H21ClF3HfO5P2S", "method": "ωB97M-V/def2-TZVPD", "e_lumo_ev": -11.88, "homo_energy_ev": -20.26, "charge": 3, "gap_ev": 8.37, "spin_multiplicity": 1, "total_energy_ha": -2657.57113, "species": ["C", "C", "H", "H", "H", "O", "Cl", "Hf", "P", "C", "C", "H", "H", "H", "H", "H", "H", "C", "H", "H", "H", "P", "C", "C", "H", "H", "H", "C", "H", "H", "H", "H", "H", "H", "C", "O", "F", "C", "F", "F", "S", "O", "O", "O"], "positions_angstrom": [[0.21, -0.16, -4.80], [1.19, -0.12, -3.79], [0.75, -0.07, -5.77], [-0.50, 0.68, -4.64], [-0.31, -1.15, -4.73], [1.85, -0.15, -2.84], [-2.40, -0.23, -1.75], [-0.69, 0.03, -0.17], [-0.14, 2.57, -0.52], [1.10, 3.61, 0.30], [-0.15, 3.17, -2.23], [-0.09, 4.27, -2.24], [-1.63, 4.43, -0.07], [-1.07, 2.87, -2.74], [-2.56, 2.92, -0.29], [2.09, 3.38, -0.08], [0.71, 2.77, -2.77], [-1.66, 3.36, 0.15], [0.87, 4.68, 0.12], [-1.72, 3.22, 1.24], [1.07, 3.42, 1.38], [-0.03, -2.53, -0.25], [1.31, -3.24, 0.74], [-1.49, -3.38, 0.46], [-0.66, -2.94, -2.55], [0.04, -4.39, -1.80], [1.09, -3.05, -2.32], [0.13, -3.30, -1.88], [-2.37, -3.19, -0.16], [-1.28, -4.46, 0.48], [1.19, -4.34, 0.79], [1.26, -2.82, 1.75], [-1.70, -3.03, 1.48], [2.28, -2.99, 0.29], [1.58, 0.05, 0.01], [2.67, 0.03, 0.41], [-0.56, 1.08, 4.85], [-0.94, 1.38, 3.60], [-2.04, 2.18, 3.65], [0.06, 2.10, 3.01], [-1.28, -0.17, 2.57], [0.08, -0.39, 1.91], [-1.87, -1.26, 3.28], [-2.12, 0.36, 1.41]]}